Entry 1:
DFT (wB97M-V/def2-TZVPD) results for C3H7N4O as an isolated structure.

Summary:
Calculated total energy   -11221.7629 eV
HOMO   -0.4966 Eh
Energy relative to the best compared isomer or geometry (same formula, charge and spin)   406.7 kJ/mol
Molar mass   115.1 g/mol
HOMO-LUMO gap   10.2 eV

The geometry in ORCA input format:
```
! RIJCOSX wB97M-V def2-TZVPD def2/J DEFGRID3
* xyz 1 1
C -2.63107 -0.36294 0.10345
C -1.92312 0.78113 0.08398
C 0.57520 0.14817 0.00308
N -1.46947 -1.16912 -0.00243
N -0.72876 0.03906 -0.12682
N 1.29937 1.41403 -0.03982
N 1.33688 -0.95392 0.06594
O 2.69336 -0.79485 0.29139
H -3.63700 -0.70410 0.21315
H -2.04002 1.83032 0.23242
H -1.39009 -1.85143 -0.75364
H 0.79999 2.26874 -0.19219
H 2.29219 1.38914 0.10954
H 0.94103 -1.79562 0.47981
H 3.18040 -1.37521 -0.31525
*
```

Löwdin atomic charge list, values in e, 6 entries: -0.021, 0.012, -0.220, 0.071, -0.036, 0.213

Entry 2:
DFT (wB97M-V/def2-TZVPD) results for C5H5N in the gas phase.

Summary:
Calculated total energy   -6753.8447 eV
HOMO   -0.3662 Eh
Energy relative to the best compared isomer or geometry (same formula, charge and spin)   199.1 kJ/mol
Molar mass   79.1 g/mol
HOMO-LUMO gap   10.7 eV

The geometry in ORCA input format:
```
! RIJCOSX wB97M-V def2-TZVPD def2/J DEFGRID3
* xyz 0 1
C -0.36901 0.10660 1.04138
C -0.06034 2.13967 -0.57234
C -0.10112 0.75328 -0.09627
C -0.01823 -1.22786 0.53902
C 0.34919 -0.55809 -0.79479
N -0.02381 3.23867 -0.96410
H -0.81305 0.54895 1.84469
H 0.74253 -1.69715 1.21921
H -0.85813 -1.91109 0.55803
H -0.26046 -0.74816 -1.67083
H 1.41243 -0.64482 -1.10399
*
```

Löwdin atomic charge list, values in e, 6 entries: -0.040, -0.149, -0.206, -0.170, -0.111, 0.131